No. 1
Entry from the OMol25 dataset: a 3-piece molecular cluster, C25H34ClIN2O7 overall at a distorted geometry (the ωB97M-V functional and the def2-TZVPD basis).

The orbital gap is 8.4 eV. Its total charge is 0. The energy relative to the best compared isomer or geometry (same formula, charge and spin) comes out at 25.4 kJ/mol. Its SMILES is CC[C@@H](Cl)[C@@](CCCCOC)(C[C@H](C)I)OC=O.O=[N+]([O-])c1ccccc1.O=[N+]([O-])c1ccccc1.

```
70
Properties=species:S:1:pos:R:3:forces:R:3
I 4.951 2.343 0.841 0.06 -0.26 -0.11
Cl 0.240 -0.975 1.723 -0.14 0.03 0.02
O 1.413 -5.379 0.590 -0.19 -0.01 0.14
O -7.615 7.142 -2.171 -0.20 0.03 0.17
O 2.819 0.725 -2.874 -2.01 0.80 2.23
O 2.367 -4.554 -1.146 -0.02 0.18 -0.20
O 2.321 1.389 -0.769 -0.04 -0.64 -0.80
O -4.306 1.425 1.150 0.13 0.09 -0.10
O -6.367 7.679 -3.833 0.08 0.15 -0.20
N -6.682 6.950 -2.919 0.04 -0.09 -0.01
N 2.274 -5.378 -0.263 0.04 -0.22 -0.05
C 1.412 1.058 0.294 -1.17 0.59 0.49
C -4.781 5.511 -3.518 0.14 0.03 -0.14
C -4.344 3.502 -2.276 0.03 -0.02 0.00
C 3.276 -6.451 -0.222 0.15 -0.10 0.02
C 0.084 1.845 0.076 -0.02 -0.36 0.29
C -5.054 0.230 1.247 -0.10 0.06 -0.01
C 2.366 -1.342 -0.043 -0.05 0.04 0.03
C 2.756 -2.379 0.996 0.37 0.31 -0.25
C 3.185 -7.416 0.763 -0.07 -0.10 0.16
C -2.910 1.212 1.261 -0.24 0.01 -0.32
C -5.445 3.746 -1.469 0.03 -0.03 -0.03
C 5.238 -7.463 -1.114 -0.01 -0.07 0.08
C 4.286 -6.459 -1.166 0.11 0.06 -0.16
C 2.067 1.546 1.582 0.98 0.05 -0.67
C 4.140 -8.417 0.805 0.08 0.01 -0.08
C -6.219 4.876 -1.679 -0.08 -0.08 0.14
C 1.975 0.997 -2.017 2.36 -0.42 -2.11
C -0.681 2.320 1.315 -0.48 0.52 -0.36
C -4.011 4.380 -3.299 -0.05 -0.05 0.09
C 3.510 1.104 1.858 -0.19 0.26 0.91
C 5.167 -8.439 -0.129 -0.01 0.01 0.00
C 1.122 -0.459 0.251 0.75 -0.43 -0.16
C -5.871 5.741 -2.700 0.10 -0.13 0.04
C -2.174 2.506 0.992 0.12 -0.63 0.49
C 3.815 1.231 3.364 0.28 -0.10 -0.55
H 4.132 2.240 3.592 -0.19 0.23 0.30
H 1.484 1.231 2.432 -0.32 -0.04 0.10
H -3.740 2.621 -2.103 -0.01 -0.02 -0.01
H -5.824 0.344 2.004 -0.13 0.05 0.14
H -5.696 3.059 -0.672 0.04 0.01 0.03
H 2.974 -1.916 1.952 -0.19 -0.09 0.31
H 3.692 0.078 1.585 0.08 -0.08 -0.39
H 4.635 0.573 3.631 0.19 -0.06 0.04
H -2.621 3.250 1.643 -0.02 0.33 -0.07
H 2.190 -1.859 -0.980 -0.10 -0.11 -0.16
H 0.292 2.712 -0.542 0.17 0.18 -0.09
H -0.605 1.224 -0.494 -0.02 -0.17 -0.19
H 0.415 -0.636 -0.550 -0.24 0.06 -0.09
H -2.596 0.445 0.546 0.06 -0.17 -0.06
H -2.316 2.776 -0.050 -0.08 0.34 -0.13
H 0.908 0.975 -2.270 -0.07 -0.02 0.35
H 5.914 -9.220 -0.090 0.01 -0.01 0.00
H -7.076 5.079 -1.056 -0.03 0.10 -0.04
H 2.385 -7.389 1.487 -0.05 0.09 -0.03
H 4.333 -5.696 -1.928 -0.08 0.06 0.04
H 2.954 0.947 3.960 -0.19 -0.01 0.12
H 6.037 -7.482 -1.841 0.01 0.01 -0.02
H -0.298 3.279 1.646 0.28 0.07 0.13
H 4.085 -9.179 1.569 -0.01 -0.01 0.02
H -4.430 -0.616 1.520 0.12 -0.15 0.07
H 2.072 2.632 1.535 -0.17 0.22 0.19
H -3.151 4.187 -3.925 0.01 0.01 -0.03
H 3.676 -2.860 0.672 0.14 -0.07 -0.11
H -2.674 0.840 2.259 0.06 -0.05 0.22
H 3.204 -0.683 -0.240 0.16 0.08 -0.03
H -4.533 6.200 -4.310 -0.08 0.08 0.02
H -0.613 1.629 2.143 0.19 -0.18 0.17
H 2.001 -3.143 1.077 -0.26 -0.10 0.36
H -5.537 0.009 0.298 -0.05 -0.05 -0.19
```
Positions in Å, forces in eV/Å.

natural (NBO) analysis output, partial charges in e: 0.075 -0.057 -0.378 -0.375 -0.545 -0.380 -0.527 -0.557 -0.376 0.521 0.522 0.282 -0.214 -0.184 0.084 -0.430 -0.250 -0.447 -0.612 -0.210 -0.047 -0.208 -0.207 -0.210 -0.477 -0.208 -0.212 0.636 -0.399 -0.211 -0.278 -0.176 -0.198 0.084 -0.413 -0.633 0.220 0.239 0.216 0.184 0.235 0.199 0.216 0.219 0.218 0.232 0.224 0.197 0.214 0.158 0.200 0.120 0.221 0.249 0.250 0.251 0.208 0.224 0.211 0.224 0.175 0.227 0.221 0.213 0.163 0.225 0.249 0.211 0.228 0.175


No. 2
Entry from the OMol25 dataset: a 14-piece molecular cluster, C5H42N3O13 overall at a distorted geometry (the ωB97M-V functional and the def2-TZVPD basis).

The orbital gap (spin up / spin down) is 2.0 / 9.3 eV. Its total charge is 0. The energy relative to the best compared isomer or geometry (same formula, charge and spin) comes out at 17.9 kJ/mol. As for the spin multiplicity: 2.

```
63
Properties=species:S:1:pos:R:3:forces:R:3
O 0.798 -4.070 1.391 -0.56 -0.09 -0.30
O 3.057 1.617 1.020 0.12 0.46 0.57
O -1.764 -2.409 -3.134 -0.13 0.58 -0.30
O -2.328 1.573 2.254 0.72 0.98 0.10
O -0.296 0.333 -3.952 0.03 -0.24 0.01
O 0.492 2.108 2.907 -0.33 0.47 0.23
O 0.880 -0.517 3.849 -0.71 0.70 0.18
O -1.949 -3.151 -0.617 0.21 0.16 0.13
O -1.844 -1.999 2.778 0.63 0.27 0.81
O 2.302 -2.232 2.262 -0.07 -0.40 -0.11
O -3.231 0.484 -2.496 -0.09 -0.73 0.33
O -2.793 -0.742 0.414 -0.39 -0.35 0.24
O 3.169 1.805 -1.745 -0.14 -0.58 -0.05
N 0.314 1.612 -1.250 -0.10 -0.18 -0.69
N 1.761 -0.656 -0.441 -0.43 -0.65 -0.08
N 0.907 3.353 0.571 -1.95 0.12 0.97
C 0.444 -0.357 0.145 -0.39 -0.54 1.74
C -0.421 2.835 -1.439 -0.21 0.63 1.40
C 1.633 -1.608 -1.570 -0.02 0.55 0.36
C -0.424 3.596 -0.063 -0.40 0.23 -1.17
C -0.421 0.427 -0.800 0.27 0.13 -0.26
H -1.470 2.722 -1.754 0.26 0.00 -0.20
H -0.605 4.656 -0.248 0.37 0.05 0.03
H 1.384 4.205 0.830 0.51 -0.03 -0.39
H 1.700 -3.039 2.023 1.32 0.77 0.30
H -3.345 -0.905 1.196 0.04 -0.07 -0.29
H 3.610 1.637 0.224 -0.29 -0.41 0.13
H 3.156 -2.524 2.637 -0.76 -0.05 -0.22
H -1.390 0.736 -0.421 0.23 -0.04 0.50
H 0.572 0.097 1.137 0.35 0.78 -0.45
H -1.675 -1.446 -3.249 0.04 -0.16 -0.04
H 0.654 2.894 1.484 0.88 -0.31 0.10
H -1.253 3.301 0.583 0.40 -0.48 0.16
H -2.126 -2.959 -1.578 0.12 -0.59 0.78
H 1.114 -1.202 3.193 0.98 0.07 0.43
H -0.918 -1.860 3.059 -0.05 -0.24 -0.51
H 0.882 1.433 -2.063 -0.06 -0.19 -0.02
H -2.491 0.777 1.739 -0.18 -0.45 0.02
H 0.980 1.379 3.324 -0.27 -0.22 -0.21
H 2.277 -1.101 0.316 0.11 -0.15 -0.22
H 0.994 -2.471 -1.354 0.04 -0.08 0.10
H -3.896 -0.050 -2.940 -0.23 0.24 -0.62
H 3.930 1.595 -2.285 0.29 0.07 -0.26
H 0.067 -3.495 1.096 -0.21 -0.24 0.03
H 1.192 -4.368 0.558 0.07 -0.12 -0.04
H -2.351 -1.623 0.303 -0.17 0.48 -0.16
H -3.191 -0.041 -1.677 0.36 0.45 0.46
H -0.453 1.909 3.031 0.12 -0.26 -0.11
H 0.135 3.505 -2.095 -0.11 -0.30 -0.40
H -0.117 -1.246 0.528 0.29 -0.07 -0.96
H 1.539 -0.467 4.555 0.03 -0.59 -0.33
H -2.930 1.666 2.996 -0.29 -0.43 -0.13
H -0.763 1.177 -3.904 0.01 -0.11 -0.14
H -0.660 -0.290 -1.589 -0.05 0.45 -0.48
H 0.356 0.389 -4.659 -0.14 0.20 -0.04
H -1.322 -2.797 -3.895 0.05 -0.09 -0.01
H 1.411 2.616 0.041 0.23 0.22 -0.05
H -2.493 -3.862 -0.253 -0.04 0.17 -0.49
H -2.233 -1.585 3.565 -0.61 -0.10 -0.09
H 2.618 -1.939 -1.895 0.04 -0.04 0.05
H 1.163 -1.061 -2.384 0.00 -0.13 -0.31
H 2.898 0.706 1.299 0.24 0.15 -0.37
H 2.763 0.926 -1.555 0.02 0.36 0.35
```
Positions in Å, forces in eV/Å.

natural (NBO) analysis output, partial charges in e: -0.986 -0.988 -0.999 -1.046 -0.994 -1.007 -1.066 -1.049 -1.046 -1.115 -0.975 -1.056 -0.997 -0.675 -0.685 -0.765 -0.252 -0.241 -0.517 -0.263 -0.266 0.206 0.202 0.417 0.493 0.470 0.495 0.471 0.234 0.207 0.508 0.481 0.231 0.512 0.499 0.461 0.392 0.501 0.515 0.387 0.177 0.465 0.471 0.487 0.469 0.515 0.492 0.509 0.199 0.171 0.470 0.463 0.486 0.195 0.473 0.483 0.493 0.475 0.440 0.196 0.193 0.482 0.504